Formula: C8H15N2
Source: the Open Molecules 2025 dataset
Level of theory: ωB97M-V/def2-TZVPD

For the maximum force, the calculation gives 1.097 eV/A. The gap between HOMO and LUMO is 8.2928 eV. The relative energy (zero: lowest compared OMol25 entry of this formula, charge and spin) is 11.9 kJ/mol. The HOMO energy comes out at -11.62 eV. As for the molar mass: 139.2 Da. The electronic energy comes out at -423.0898 Eh.

Structure (ORCA input):
```
! RIJCOSX wB97M-V def2-TZVPD def2/J DEFGRID3
* xyz 1 1
C -0.912 -0.746 0.753
C -0.042 0.045 0.102
C -2.030 -0.341 1.671
C 1.023 -0.547 -0.785
C -0.021 1.550 0.172
H -0.800 -1.828 0.601
H -2.093 0.754 1.784
H -1.871 -0.789 2.666
H -2.989 -0.709 1.269
H 0.904 -0.176 -1.817
H 2.023 -0.258 -0.420
H 0.958 -1.648 -0.797
H -0.164 1.963 -0.841
H -0.809 1.953 0.830
H 0.959 1.882 0.553
C 2.586 0.908 5.876
C 1.662 1.057 4.877
C 2.848 -0.775 4.444
N 3.298 -0.228 5.577
N 1.851 0.005 4.014
H 2.788 1.512 6.760
H 0.897 1.817 4.717
H 3.221 -1.679 3.964
H 4.076 -0.618 6.141
H 1.307 -0.172 3.150
*
```

***

Formula: C26H46ClF5N2O15S2
Source: the Open Molecules 2025 dataset
Level of theory: ωB97M-V/def2-TZVPD

For the maximum force, the calculation gives 1.005 eV/A. The gap between HOMO and LUMO is 9.7242 eV. The HOMO energy comes out at -9.54 eV. As for the molar mass: 821.2 Da. The electronic energy comes out at -4012.2205 Eh.

Structure (ORCA input):
```
! RIJCOSX wB97M-V def2-TZVPD def2/J DEFGRID3
* xyz 0 1
C 3.707 -1.169 3.042
C 2.876 -0.320 2.072
N 3.183 1.094 2.284
C 2.685 2.092 1.382
C 3.111 1.928 -0.093
N 4.417 1.275 -0.191
C 5.526 2.220 -0.368
O 3.346 3.327 1.829
C 2.583 4.055 2.647
O 2.886 5.122 3.054
C 1.295 3.281 2.963
C -0.002 4.096 3.203
C 0.010 5.582 2.796
C 0.294 6.569 3.907
Cl -1.650 5.939 2.142
S 1.812 2.290 4.491
O 1.191 1.000 4.499
O 3.202 2.487 4.753
C 1.059 3.152 5.968
F -0.240 2.857 6.058
F 1.215 4.477 5.871
C 1.758 2.691 7.286
F 2.920 3.316 7.449
F 1.951 1.371 7.289
F 0.952 3.009 8.310
C 1.191 2.426 1.647
S 0.766 3.569 0.251
C 0.203 1.245 1.605
O -1.106 1.674 1.250
O -1.456 0.933 0.068
H 4.337 -1.881 2.511
H 3.068 -1.740 3.714
H 4.330 -0.530 3.670
H 1.824 -0.491 2.275
H 3.087 -0.628 1.040
H 4.193 1.200 2.274
H 3.144 2.927 -0.534
H 2.363 1.338 -0.624
H 4.385 0.664 -0.996
H 5.383 3.074 0.292
H 5.618 2.587 -1.396
H 6.466 1.742 -0.091
H -0.782 3.594 2.637
H -0.341 4.046 4.229
H 0.664 5.751 1.947
H 0.223 7.584 3.520
H -0.454 6.470 4.695
H 1.292 6.408 4.308
H -0.460 3.908 0.657
H 0.132 0.750 2.565
H 0.547 0.532 0.859
H -2.018 1.570 -0.398
C -8.927 2.261 -0.221
C -8.094 2.960 0.829
O -7.338 2.024 1.619
C -6.220 1.573 1.055
O -5.790 1.894 -0.025
O -5.657 0.696 1.883
C -4.467 0.087 1.366
H -9.568 1.509 0.241
H -9.558 2.986 -0.735
H -8.292 1.773 -0.958
H -8.722 3.476 1.552
H -7.412 3.682 0.381
H -3.775 0.844 1.015
H -4.712 -0.593 0.552
H -4.028 -0.462 2.193
C -1.694 -2.966 -5.928
C -1.906 -4.044 -4.889
O -1.035 -3.868 -3.756
C -1.421 -2.956 -2.866
O -2.427 -2.297 -2.913
O -0.498 -2.897 -1.905
C -0.779 -1.935 -0.879
H -0.644 -2.924 -6.224
H -2.294 -3.182 -6.812
H -1.987 -1.991 -5.541
H -1.641 -5.025 -5.280
H -2.939 -4.071 -4.544
H -1.772 -2.090 -0.465
H -0.694 -0.925 -1.273
H -0.025 -2.102 -0.114
C 1.691 -5.755 -4.481
C 2.216 -5.696 -5.896
O 2.797 -6.949 -6.307
C 1.923 -7.877 -6.690
O 0.726 -7.749 -6.747
O 2.597 -8.986 -6.993
C 1.778 -10.087 -7.399
H 2.476 -6.075 -3.794
H 1.335 -4.772 -4.174
H 0.860 -6.455 -4.403
H 3.029 -4.978 -5.987
H 1.433 -5.422 -6.602
H 1.115 -9.795 -8.210
H 1.186 -10.448 -6.559
H 2.469 -10.856 -7.730
*
```

***

Formula: C26H34Br2N6
Source: the Open Molecules 2025 dataset
Level of theory: ωB97M-V/def2-TZVPD

For the maximum force, the calculation gives 2.188 eV/A. The gap between HOMO and LUMO is 8.6478 eV. The relative energy (zero: lowest compared OMol25 entry of this formula, charge and spin) is 0.0 kJ/mol. The HOMO energy comes out at -8.13 eV. As for the molar mass: 590.4 Da. The electronic energy comes out at -6487.6072 Eh.

Structure (ORCA input):
```
! RIJCOSX wB97M-V def2-TZVPD def2/J DEFGRID3
* xyz 0 1
Br 4.528 -5.292 -29.023
C 5.727 -3.933 -29.760
C 6.499 -4.612 -30.882
Br 8.076 -3.572 -31.262
H 6.449 -3.625 -29.003
H 5.267 -2.992 -30.059
H 5.867 -4.640 -31.765
H 6.783 -5.618 -30.590
N 4.293 -0.735 -32.348
C 3.358 -0.871 -31.336
C 2.791 0.331 -31.081
C 3.494 1.288 -31.851
C 4.336 0.607 -32.685
H 4.820 -1.516 -32.685
H 3.116 -1.856 -30.966
H 2.029 0.546 -30.350
H 3.311 2.348 -31.789
H 5.029 0.943 -33.439
N 8.049 0.462 -33.889
C 7.887 -0.884 -33.643
C 6.949 -1.388 -34.509
C 6.601 -0.341 -35.390
C 7.301 0.784 -34.975
H 8.409 1.069 -33.178
H 8.332 -1.357 -32.785
H 6.526 -2.378 -34.440
H 5.954 -0.394 -36.249
H 7.210 1.787 -35.358
N 6.594 -7.694 -33.477
C 5.358 -7.180 -33.217
C 5.220 -5.990 -33.890
C 6.414 -5.784 -34.608
C 7.280 -6.801 -34.275
H 6.939 -8.558 -33.109
H 4.610 -7.763 -32.701
H 4.318 -5.399 -33.872
H 6.620 -4.937 -35.242
H 8.263 -7.064 -34.626
N 11.472 -7.771 -33.806
C 10.982 -6.479 -33.848
C 10.358 -6.233 -32.676
C 10.598 -7.338 -31.794
C 11.257 -8.269 -32.542
H 11.988 -8.222 -34.535
H 11.098 -5.861 -34.723
H 9.815 -5.337 -32.413
H 10.215 -7.382 -30.790
H 11.596 -9.273 -32.341
N 2.929 -8.201 -28.986
C 3.367 -9.110 -29.933
C 2.389 -10.047 -30.075
C 1.322 -9.758 -29.177
C 1.717 -8.626 -28.516
H 3.475 -7.401 -28.721
H 4.359 -9.036 -30.348
H 2.404 -10.910 -30.723
H 0.391 -10.273 -29.028
H 1.275 -7.932 -27.814
N 6.585 -7.042 -26.440
C 6.928 -5.745 -26.176
C 7.892 -5.346 -27.070
C 8.001 -6.372 -28.028
C 7.068 -7.357 -27.687
H 6.048 -7.610 -25.815
H 6.460 -5.291 -25.314
H 8.400 -4.397 -27.093
H 8.618 -6.507 -28.901
H 6.724 -8.266 -28.156
*
```

***

Formula: C14H25N3
Source: the Open Molecules 2025 dataset
Level of theory: ωB97M-V/def2-TZVPD

For the maximum force, the calculation gives 2.781 eV/A. The gap between HOMO and LUMO is 9.5453 eV. The relative energy (zero: lowest compared OMol25 entry of this formula, charge and spin) is 331.1 kJ/mol. The HOMO energy comes out at -8.58 eV. As for the molar mass: 235.4 Da. The electronic energy comes out at -712.5572 Eh.

Structure (ORCA input):
```
! RIJCOSX wB97M-V def2-TZVPD def2/J DEFGRID3
* xyz 0 1
C -2.846 0.730 0.882
C -2.157 -0.109 1.623
C -1.503 -1.029 2.307
C -0.540 -2.031 1.754
C -1.649 -2.705 -0.385
C -1.527 -2.697 -1.880
C -1.810 -1.317 -2.548
C 0.516 -0.516 -2.670
C 1.436 0.635 -2.348
C 1.729 0.900 -0.891
C 0.788 1.723 1.168
C 1.760 2.817 1.442
C 2.854 2.767 2.218
C 3.957 2.669 2.925
H -2.545 1.761 0.767
H -3.870 0.394 0.680
H -1.650 -1.010 3.388
H 0.452 -1.772 2.124
H -0.712 -2.966 2.265
H -0.351 -1.167 -0.119
H -1.728 -3.747 -0.021
H -2.595 -2.205 -0.084
H -2.214 -3.464 -2.299
H -0.510 -3.044 -2.168
H -1.737 -1.532 -3.612
H -2.823 -1.013 -2.332
H -1.166 0.627 -2.298
H 0.912 -1.444 -2.247
H 0.515 -0.673 -3.742
H 0.962 1.555 -2.743
H 2.364 0.507 -2.866
H 2.530 1.605 -0.801
H 2.007 -0.037 -0.382
H -0.279 0.996 -0.398
H 1.170 0.768 1.603
H -0.187 1.887 1.687
H 1.547 3.779 1.006
H 4.824 2.402 2.352
H 4.042 2.888 3.983
N -0.453 -2.127 0.213
N -0.827 -0.307 -2.134
N 0.565 1.559 -0.269
*
```

***

Formula: C24H64AsF6O25S8V
Source: the Open Molecules 2025 dataset
Level of theory: ωB97M-V/def2-TZVPD

For the maximum force, the calculation gives 4.354 eV/A. The gap between HOMO and LUMO (spin up / spin down) is 5.9789 / 6.4604 eV. The relative energy (zero: lowest compared OMol25 entry of this formula, charge and spin) is 334.2 kJ/mol. The HOMO energy (spin up / spin down) comes out at -12.34 / -12.34 eV. The expectation value of S² is 0.79. As for the molar mass: 1249.1 Da. The electronic energy comes out at -9798.0367 Eh.

Structure (ORCA input):
```
! RIJCOSX wB97M-V def2-TZVPD def2/J DEFGRID3
* xyz 1 2
O -2.479 -0.531 2.359
V -1.476 -0.321 3.491
As 0.393 0.116 0.212
F -0.044 -1.569 0.161
F 0.747 0.138 -1.474
F 0.821 1.771 0.379
F 0.032 0.013 1.996
F 2.015 -0.339 0.670
F -1.222 0.546 -0.183
O 3.994 2.326 -4.975
S 2.825 1.752 -5.550
O 2.150 2.433 -6.604
O 3.269 0.291 -6.036
C 2.390 -0.386 -6.948
C 3.248 -1.431 -7.619
C 1.611 1.400 -4.314
H 1.972 0.319 -7.667
H 1.513 -0.888 -6.530
H 3.800 -2.011 -6.872
H 3.993 -1.032 -8.306
H 2.720 -2.235 -8.135
H 1.675 2.262 -3.655
H 1.950 0.464 -3.877
H 0.646 1.315 -4.804
O 2.442 3.550 5.264
S 1.868 3.283 3.993
O 1.182 2.054 3.747
O 0.775 4.449 3.770
C 1.173 5.784 3.554
C 0.678 6.689 4.700
C 3.059 3.607 2.676
H 0.719 6.208 2.652
H 2.244 5.973 3.473
H -0.294 6.300 5.004
H 0.590 7.772 4.624
H 1.459 6.582 5.458
H 2.638 4.061 1.784
H 3.377 2.597 2.423
H 3.850 4.223 3.091
O 2.043 -2.495 -4.626
S 2.854 -2.636 -3.471
O 3.915 -3.580 -3.377
O 3.430 -1.183 -3.128
C 4.623 -1.100 -2.331
C 4.692 0.361 -1.910
C 1.817 -2.904 -2.043
H 5.476 -1.283 -2.988
H 4.758 -1.778 -1.488
H 4.173 0.544 -0.967
H 4.471 1.034 -2.735
H 5.713 0.636 -1.618
H 0.993 -2.212 -1.884
H 2.441 -2.886 -1.154
H 1.307 -3.860 -2.175
O -8.458 -3.485 -0.570
S -7.675 -2.325 -0.769
O -7.948 -1.191 0.064
O -6.126 -2.716 -0.620
C -5.184 -1.636 -0.811
C -3.785 -2.168 -0.640
C -7.787 -1.736 -2.454
H -5.412 -0.908 -0.030
H -5.298 -1.210 -1.807
H -3.432 -2.886 -1.380
H -3.657 -2.609 0.352
H -3.048 -1.362 -0.657
H -6.999 -2.183 -3.046
H -7.793 -0.656 -2.370
H -8.789 -2.059 -2.732
O 0.400 -0.867 4.374
S 1.772 -1.111 4.790
O 2.162 -0.372 5.927
O 1.887 -2.674 4.984
C 3.153 -3.151 5.559
C 3.212 -4.667 5.535
C 2.850 -0.816 3.405
H 3.101 -2.929 6.626
H 3.946 -2.605 5.062
H 2.500 -5.097 6.237
H 4.200 -5.013 5.831
H 2.942 -5.003 4.532
H 2.476 -1.395 2.559
H 3.819 -1.224 3.666
H 2.706 0.221 3.116
O -1.149 -2.747 3.100
S -0.482 -3.888 2.533
O -1.045 -4.496 1.378
O 1.041 -3.533 2.295
C 1.780 -4.324 1.340
C 3.121 -3.689 1.123
C -0.369 -5.174 3.766
H 1.246 -4.523 0.412
H 1.889 -5.325 1.777
H 3.726 -4.402 0.553
H 3.762 -3.498 1.987
H 3.114 -2.764 0.544
H -1.358 -5.632 3.802
H -0.112 -4.712 4.715
H 0.287 -5.979 3.444
O -1.776 1.923 2.410
S -2.387 3.073 1.805
O -3.503 2.845 0.958
O -2.806 4.030 2.984
C -3.421 5.308 2.647
C -4.400 5.648 3.761
C -1.195 4.087 0.965
H -3.926 5.254 1.682
H -2.653 6.078 2.559
H -5.303 5.052 3.714
H -4.647 6.689 3.521
H -3.854 5.724 4.698
H -0.713 3.703 0.071
H -0.436 4.356 1.698
H -1.727 4.982 0.640
O -3.128 2.545 -5.408
S -3.378 1.586 -4.381
O -4.545 0.776 -4.577
O -2.088 0.718 -4.056
C -2.078 -0.655 -4.527
C -0.947 -1.347 -3.798
C -3.565 2.497 -2.823
H -1.871 -0.726 -5.595
H -3.044 -1.091 -4.279
H -1.012 -1.153 -2.729
H -0.002 -0.964 -4.179
H -0.903 -2.429 -3.929
H -2.842 3.254 -2.541
H -3.454 1.712 -2.069
H -4.590 2.851 -2.758
*
```

***

Formula: C23H28BN2OTm
Source: the Open Molecules 2025 dataset
Level of theory: ωB97M-V/def2-TZVPD

For the maximum force, the calculation gives 4.112 eV/A. The gap between HOMO and LUMO (spin up / spin down) is 7.3946 / 7.4573 eV. The HOMO energy (spin up / spin down) comes out at -7.65 / -7.71 eV. The expectation value of S² is 2.00. As for the molar mass: 528.2 Da. The electronic energy comes out at -2188.0045 Eh.

Structure (ORCA input):
```
! RIJCOSX wB97M-V def2-TZVPD def2/J DEFGRID3
* xyz 0 3
C -2.815 1.703 1.116
C -2.819 0.684 0.120
C -2.220 -0.485 0.717
H -3.263 0.790 -0.885
C -1.777 -0.163 2.062
C -2.151 1.207 2.315
H -1.180 -0.798 2.750
C 0.010 3.393 -0.552
C -0.927 2.665 -1.369
C -0.210 1.567 -1.940
H -1.992 2.896 -1.518
C 1.133 1.593 -1.387
C 1.250 2.690 -0.460
H -2.159 -1.468 0.236
H -1.761 1.805 3.160
H -3.263 2.678 0.891
H 2.116 2.964 0.170
H -0.612 0.807 -2.635
H -0.095 4.373 -0.079
Tm -0.406 1.083 0.499
C 2.284 0.678 -1.729
C 3.425 1.545 -2.275
C 1.848 -0.369 -2.767
H 3.030 2.232 -3.037
H 4.181 0.898 -2.734
H 3.894 2.132 -1.472
H 1.702 0.127 -3.738
H 0.914 -0.877 -2.473
H 2.646 -1.118 -2.865
C 2.789 -0.037 -0.427
C 1.835 -1.070 0.121
H 3.002 0.716 0.364
H 3.742 -0.545 -0.663
O 0.593 -0.796 0.326
N 2.251 -2.271 0.459
C 1.500 -3.161 1.398
H 2.989 -2.661 -0.111
C 0.242 -3.749 0.806
C -0.894 -3.957 1.607
H -0.877 -3.655 2.663
C -2.042 -4.535 1.051
H -2.925 -4.689 1.680
C -2.055 -4.924 -0.298
H -2.952 -5.384 -0.731
C -0.910 -4.733 -1.088
H -0.900 -5.033 -2.138
C 0.240 -4.156 -0.531
H 1.143 -4.010 -1.140
H 1.280 -2.614 2.325
H 2.225 -3.954 1.616
B -2.103 5.483 2.226
C -1.506 4.173 1.846
N -0.910 3.200 1.563
H -1.157 5.899 2.846
H -3.038 5.155 2.884
H -2.345 6.077 1.223
*
```